Entry from OMol25: a molecular structure, C11H14N2O6ReS4Sb (the ωB97M-V functional and the def2-TZVPD basis).

- HOMO (eV) = -8.878
- molar mass (g/mol) = 706.5
- electronic energy (eV) = -78906.5516

The geometry in XYZ format:
```
39
C11H14N2O6ReS4Sb (the ωB97M-V functional and the def2-TZVPD basis)
Re -1.75 -1.11 0.07
O -1.29 2.31 5.24
C -1.42 1.63 4.27
C -2.38 1.90 3.09
O -3.12 2.83 2.96
C -2.12 0.77 2.17
C -1.24 -0.11 2.68
O -0.99 -1.19 1.97
C -0.71 0.29 3.99
O 0.12 -0.25 4.68
O -2.66 0.51 1.01
S -2.78 -4.08 -2.95
Sb -1.05 -2.70 -2.80
S -2.67 -0.62 -1.76
S -0.01 -2.62 -0.67
S 0.21 -1.69 -4.32
C -2.93 -2.50 0.53
H -2.85 -2.97 1.50
H -3.67 -2.94 -0.13
C 2.06 -0.48 1.19
N 2.02 -0.03 -0.19
C 2.98 -0.69 -1.07
C 0.92 0.59 -0.66
O -0.19 0.56 -0.03
N 1.03 1.31 -1.79
C 2.29 1.81 -2.31
C -0.15 1.90 -2.41
H 3.08 -0.37 1.56
H 1.76 -1.53 1.28
H 1.39 0.12 1.80
H 3.05 -1.74 -0.77
H 3.97 -0.23 -0.99
H 2.63 -0.67 -2.10
H 3.07 1.73 -1.56
H 2.15 2.86 -2.56
H 2.60 1.27 -3.21
H -1.05 1.43 -2.02
H -0.10 1.75 -3.49
H -0.20 2.97 -2.19
```

***

Entry from OMol25: a molecular structure, C6H10AgClO6S (the ωB97M-V functional and the def2-TZVPD basis).

- multiplicity = 3
- HOMO (spin up / spin down) (eV) = -6.572 / -10.825
- molar mass (g/mol) = 353.5
- electronic energy (eV) = -46020.3923
- <S²> = 2.01

The geometry in XYZ format:
```
25
C6H10AgClO6S (the ωB97M-V functional and the def2-TZVPD basis)
Ag -2.14 -0.15 2.47
Cl -0.96 -0.36 0.11
O -0.99 1.70 2.97
C -0.09 2.49 2.56
O 0.55 3.27 3.42
C 1.52 4.02 2.80
C 1.14 4.00 1.30
C 0.34 2.79 1.16
H 2.57 3.78 2.96
H 1.46 5.03 3.19
H 2.07 4.09 0.73
H 0.58 4.92 1.18
H 0.85 1.85 0.94
H -0.53 3.00 0.54
C -0.78 -2.57 -2.39
C -1.43 -3.69 -1.50
O -0.83 -4.91 -2.00
S 0.35 -4.72 -3.24
O 0.06 -5.67 -4.34
O 1.74 -4.66 -2.67
O -0.31 -3.17 -3.53
H 0.05 -2.15 -1.83
H -1.46 -1.77 -2.67
H -2.49 -3.62 -1.72
H -1.26 -3.51 -0.44
```

***

Entry from OMol25: a molecular structure, C36H44Cl3LuN12PS2 (the ωB97M-V functional and the def2-TZVPD basis).

- HOMO (eV) = -9.413
- molar mass (g/mol) = 1021.3
- electronic energy (eV) = -158070.7110
- total charge = +1
- energy above the lowest of the compared OMol25 structures with the same formula, charge and spin (kJ/mol) = 0.00

The geometry in XYZ format:
```
99
C36H44Cl3LuN12PS2 (the ωB97M-V functional and the def2-TZVPD basis)
Lu -0.15 -0.78 -1.21
N -1.40 1.41 -1.73
C -0.60 2.62 -1.98
C 0.62 2.26 -2.81
N 1.41 1.28 -2.04
C 2.70 0.96 -2.68
C 2.56 -0.22 -3.63
N 2.03 -1.40 -2.93
H -1.86 1.13 -2.60
H -2.14 1.62 -1.07
H -0.28 3.02 -1.01
H -1.18 3.40 -2.48
H 1.20 3.16 -3.04
H 0.32 1.81 -3.75
H 1.62 1.74 -1.15
H 3.42 0.71 -1.90
H 3.10 1.82 -3.22
H 3.53 -0.41 -4.11
H 1.85 0.03 -4.42
H 2.79 -1.92 -2.50
H 1.59 -2.02 -3.60
C -2.08 -1.28 -6.78
S -1.88 -2.79 -5.83
C -1.11 -2.25 -4.34
S -0.70 -0.61 -4.09
N -0.97 -3.27 -3.53
N -0.45 -3.02 -2.28
C -0.37 -4.10 -1.59
C 0.18 -4.10 -0.23
C 0.22 -5.29 0.49
C 0.72 -5.26 1.79
C 1.14 -4.06 2.31
C 1.07 -2.92 1.51
N 0.61 -2.94 0.26
H -2.74 -1.55 -7.61
H -1.13 -0.93 -7.17
H -2.55 -0.51 -6.18
H -0.71 -5.03 -2.02
H -0.14 -6.21 0.05
H 0.76 -6.17 2.38
H 1.52 -3.98 3.32
H 1.37 -1.96 1.90
C 2.90 0.53 3.42
C 1.59 0.10 4.01
C 1.59 -0.49 5.28
C 0.42 -0.89 5.89
C -0.79 -0.71 5.24
C -0.81 -0.12 3.98
C 0.36 0.29 3.36
P 0.34 1.05 1.68
C 1.15 2.68 1.96
C 2.22 2.95 1.11
C 2.95 4.13 1.18
C 2.60 5.07 2.14
C 1.56 4.80 3.02
C 0.83 3.62 2.96
C -0.22 3.40 4.02
C -1.41 1.38 1.36
C -1.98 2.66 1.34
C -3.31 2.84 0.99
C -4.09 1.72 0.70
C -3.54 0.46 0.71
C -2.18 0.25 0.99
C -1.53 -1.06 0.83
H 3.70 -0.11 3.76
H 3.14 1.56 3.70
H 2.87 0.50 2.33
H 2.54 -0.63 5.79
H 0.45 -1.34 6.88
H -1.72 -1.02 5.70
H -1.76 0.02 3.49
H 2.54 2.18 0.41
H 3.78 4.30 0.52
H 3.14 6.00 2.21
H 1.31 5.53 3.78
H 0.26 3.22 4.98
H -0.87 2.56 3.81
H -0.84 4.30 4.13
H -1.37 3.52 1.57
H -3.74 3.83 0.96
H -5.14 1.85 0.47
H -4.15 -0.40 0.48
H -2.26 -1.87 0.76
H -0.86 -1.28 1.66
Cl 5.50 0.21 0.94
C 4.73 -1.30 0.44
Cl 4.79 -2.50 1.73
Cl 5.49 -1.93 -1.03
C 3.33 -1.01 0.11
N 2.28 -0.78 -0.27
N -5.52 -0.57 -3.78
N -4.57 -1.10 -2.93
N -4.62 -2.34 -2.51
C -3.49 -2.42 -1.82
N -2.80 -1.27 -1.85
N -3.52 -0.43 -2.58
H -6.39 -1.06 -3.61
H -5.60 0.42 -3.59
H -3.18 -3.30 -1.30
```

***

Entry from OMol25: a molecular structure, C5H9N3 (the ωB97M-V functional and the def2-TZVPD basis).

- HOMO (eV) = -8.107
- molar mass (g/mol) = 111.1
- electronic energy (eV) = -9791.3924
- energy above the lowest of the compared OMol25 structures with the same formula, charge and spin (kJ/mol) = 972.04

The geometry in XYZ format:
```
17
C5H9N3 (the ωB97M-V functional and the def2-TZVPD basis)
C 0.47 0.42 -0.55
C 0.04 1.52 0.40
C -1.02 -1.30 0.29
C -0.59 -0.63 -0.90
C 0.42 -0.42 -1.87
H 2.15 0.10 0.74
H 0.31 -0.64 1.21
H -0.55 2.20 -0.23
H 0.69 2.32 0.76
H -0.23 1.04 2.32
H -1.25 -2.43 0.24
H -1.42 -0.11 -1.17
H 1.31 -1.23 -1.69
H -0.28 -0.44 -2.94
N 1.31 -0.43 0.39
N -0.53 0.72 1.52
N -0.83 -0.68 1.46
```

***

Entry from OMol25: 2 unconnected molecules or ions with the total composition C7H8 (the ωB97M-V functional and the def2-TZVPD basis).

- HOMO (spin up / spin down) (eV) = -8.370 / -8.373
- molar mass (g/mol) = 92.1
- electronic energy (eV) = -7377.2365
- energy above the lowest of the compared OMol25 structures with the same formula, charge and spin (kJ/mol) = 1110.60

The geometry in XYZ format:
```
15
C7H8 (the ωB97M-V functional and the def2-TZVPD basis)
C -2.05 1.38 -2.01
C -1.33 1.42 -1.09
C 1.10 0.14 -0.31
C 1.04 1.33 0.65
C 0.02 -0.63 0.72
C -0.30 0.79 0.65
C -1.03 -1.53 0.12
H 0.73 0.39 -1.38
H 1.87 -0.50 -0.45
H 1.65 1.35 1.54
H 1.22 2.29 0.20
H 0.65 -1.06 1.41
H -0.52 -2.46 -0.28
H -1.44 -0.90 -0.67
H -1.60 -2.00 0.91
```

***

Entry from OMol25: a molecular structure, C28H73Cu2O27S8 (the ωB97M-V functional and the def2-TZVPD basis).

- multiplicity = 3
- HOMO (spin up / spin down) (eV) = -10.668 / -10.229
- molar mass (g/mol) = 1225.5
- electronic energy (eV) = -261445.6980
- total charge = +1
- <S²> = 2.03
- energy above the lowest of the compared OMol25 structures with the same formula, charge and spin (kJ/mol) = 0.00

The geometry in XYZ format:
```
138
C28H73Cu2O27S8 (the ωB97M-V functional and the def2-TZVPD basis)
Cu -13.90 12.88 17.43
Cu -13.20 14.23 21.59
C -15.62 17.15 16.40
C -15.64 15.90 17.32
O -14.64 14.97 17.01
H -14.62 17.60 16.42
H -16.26 17.93 16.81
H -15.91 16.94 15.37
H -16.65 15.49 17.19
H -15.50 16.25 18.34
O -11.00 14.23 21.75
C -10.54 13.28 20.73
C -11.45 13.08 19.41
O -12.85 13.32 19.41
H -10.48 12.33 21.24
H -9.54 13.52 20.37
H -11.27 12.09 19.00
H -11.25 13.72 18.55
O -11.22 17.87 21.71
S -12.02 17.44 20.59
O -13.08 16.42 20.76
O -12.68 18.82 19.96
C -13.54 18.83 18.84
C -14.98 18.80 19.34
C -11.02 16.90 19.10
H -13.43 17.92 18.25
H -13.30 19.58 18.09
H -15.36 19.69 19.84
H -15.18 18.00 20.05
H -15.69 18.72 18.52
H -11.67 16.39 18.39
H -10.27 16.18 19.43
H -10.49 17.77 18.70
O -17.45 16.13 20.77
S -16.48 15.60 21.73
O -15.32 14.80 21.38
O -16.06 16.88 22.68
C -17.03 17.82 23.09
C -16.50 19.21 22.71
C -17.50 14.78 23.02
H -17.02 17.77 24.18
H -17.97 17.58 22.60
H -15.56 19.38 23.22
H -17.35 19.81 23.02
H -16.31 19.29 21.64
H -18.51 15.12 22.79
H -17.02 14.99 23.98
H -17.43 13.71 22.82
O -14.65 12.24 15.55
S -15.01 12.07 14.11
O -13.89 11.95 13.21
O -15.99 10.72 13.96
C -17.11 10.49 14.81
C -17.89 9.27 14.33
C -16.18 13.44 13.62
H -17.82 11.31 14.78
H -16.73 10.31 15.81
H -17.26 8.38 14.41
H -18.20 9.28 13.29
H -18.83 9.23 14.88
H -17.06 13.54 14.26
H -16.43 13.22 12.58
H -15.70 14.42 13.60
O -10.51 17.46 14.77
S -11.70 18.28 14.55
O -12.24 19.19 15.53
O -11.42 19.15 13.12
C -10.98 18.47 11.96
C -10.67 19.52 10.86
C -13.07 17.19 14.00
H -11.72 17.74 11.64
H -10.09 17.89 12.21
H -9.98 20.28 11.23
H -11.60 19.94 10.50
H -10.13 18.94 10.11
H -12.73 16.67 13.10
H -13.96 17.80 13.93
H -13.27 16.54 14.85
O -11.60 14.51 14.22
S -11.06 13.75 15.32
O -11.93 12.95 16.21
O -9.96 12.71 14.69
C -10.31 11.92 13.50
C -9.24 10.88 13.32
C -9.86 14.73 16.25
H -10.42 12.49 12.58
H -11.28 11.43 13.59
H -8.36 11.25 13.85
H -8.96 10.69 12.29
H -9.58 9.93 13.73
H -8.98 14.75 15.62
H -9.60 14.12 17.11
H -10.34 15.64 16.62
O -11.99 5.42 13.51
S -11.48 5.90 14.80
O -10.03 5.93 15.04
O -12.09 7.37 15.21
C -13.07 8.03 14.39
C -12.27 8.73 13.25
C -12.33 4.88 16.16
H -13.67 8.73 14.97
H -13.83 7.43 13.90
H -13.03 9.29 12.71
H -11.83 8.02 12.55
H -11.49 9.36 13.70
H -13.40 4.89 15.95
H -12.05 5.29 17.13
H -12.02 3.85 15.99
O -12.99 10.70 17.62
S -12.47 9.40 18.13
O -13.08 8.17 17.78
O -10.83 9.44 17.85
C -10.10 8.34 18.15
C -8.65 8.59 17.76
C -12.47 9.42 19.90
H -10.48 7.48 17.60
H -10.22 8.00 19.18
H -8.26 9.26 18.52
H -8.47 8.92 16.74
H -8.06 7.69 17.94
H -12.20 8.42 20.25
H -13.52 9.59 20.10
H -11.89 10.20 20.39
O -15.88 12.17 18.08
S -17.36 11.97 18.24
O -18.31 12.17 17.12
O -17.57 10.46 18.86
C -16.58 10.03 19.75
C -17.26 8.91 20.46
C -17.91 12.99 19.77
H -16.20 10.84 20.37
H -15.69 9.61 19.27
H -16.71 8.38 21.24
H -17.56 8.13 19.76
H -18.16 9.18 21.01
H -17.10 12.85 20.50
H -18.84 12.59 20.16
H -18.17 14.02 19.55
```

***

Entry from OMol25: 11 unconnected molecules or ions with the total composition C6H35N2O10 (the ωB97M-V functional and the def2-TZVPD basis).

- HOMO (eV) = -11.361
- molar mass (g/mol) = 295.3
- electronic energy (eV) = -30239.5668
- total charge = +1
- energy above the lowest of the compared OMol25 structures with the same formula, charge and spin (kJ/mol) = 54.92

The geometry in XYZ format:
```
53
C6H35N2O10 (the ωB97M-V functional and the def2-TZVPD basis)
C 1.97 2.08 0.36
C 0.51 2.45 0.28
C -0.41 1.37 0.90
N -2.72 -0.49 0.53
C -1.53 -0.66 -0.18
C -0.56 0.26 -0.15
C -1.33 -1.78 -1.19
N 2.37 0.65 0.37
H 2.47 2.49 1.25
H 2.49 2.64 -0.45
H 0.21 3.44 0.67
H 0.17 2.71 -0.73
H -1.38 1.90 0.93
H -0.18 0.97 1.89
H -2.99 -1.28 1.10
H -2.79 0.39 1.01
H 0.23 0.25 -0.90
H -1.65 -2.73 -0.77
H -1.90 -1.52 -2.08
H -0.28 -1.77 -1.46
H 2.02 0.21 -0.48
H 1.97 0.15 1.18
H 3.37 0.62 0.20
H -3.69 -0.90 3.55
H -3.23 -2.41 3.56
O -2.94 -1.49 3.53
H -0.73 1.59 -2.87
H -0.91 1.25 -4.34
O -0.43 0.97 -3.55
H 2.62 0.41 -3.10
H 3.11 1.74 -2.32
O 3.21 0.80 -2.43
H 4.14 -1.76 -0.02
H 2.99 -2.33 1.06
O 3.52 -1.62 0.70
H 0.82 -3.94 -0.27
H 0.59 -3.58 1.18
O 1.07 -4.20 0.62
H -2.79 2.91 -0.94
H -2.45 4.28 -0.41
O -2.32 3.34 -0.20
H 1.13 -1.46 3.25
H 2.60 -1.01 3.32
O 1.77 -0.81 2.87
H -1.13 -1.65 3.56
H -0.22 -1.51 4.88
O -0.36 -1.98 4.05
H -4.07 1.23 -2.32
H -2.78 1.09 -1.55
O -3.23 1.69 -2.17
H 0.75 -0.36 -3.97
H 1.34 -1.75 -3.76
O 1.55 -0.89 -4.15
```

***

Entry from OMol25: 4 unconnected molecules or ions with the total composition C2H13NO3 (the ωB97M-V functional and the def2-TZVPD basis).

- HOMO (eV) = -9.504
- molar mass (g/mol) = 99.1
- electronic energy (eV) = -9917.3946
- SMILES = CCN.O.O.O
- energy above the lowest of the compared OMol25 structures with the same formula, charge and spin (kJ/mol) = 78.81

The geometry in XYZ format:
```
19
C2H13NO3 (the ωB97M-V functional and the def2-TZVPD basis)
C -2.97 0.54 -0.80
C -2.22 -0.45 0.10
N -0.82 -0.03 0.27
H -2.88 1.56 -0.45
H -4.04 0.29 -0.79
H -2.59 0.48 -1.81
H -2.26 -1.42 -0.38
H -2.72 -0.51 1.07
H -0.43 -0.24 1.17
H -0.75 0.97 0.15
H 2.17 -2.23 1.59
H 1.63 -1.25 2.64
O 1.38 -1.74 1.86
H 0.34 -0.71 -1.11
H 0.82 -1.19 -2.52
O 1.11 -0.75 -1.72
H 5.07 2.80 -0.22
H 4.30 1.57 0.38
O 4.86 2.32 0.58
```

***

Entry from OMol25: 8 unconnected molecules or ions with the total composition C18H46ClN15O7P (the ωB97M-V functional and the def2-TZVPD basis).

- HOMO (eV) = -10.958
- molar mass (g/mol) = 651.1
- electronic energy (eV) = -77896.7236
- total charge = +1
- energy above the lowest of the compared OMol25 structures with the same formula, charge and spin (kJ/mol) = 1075.59

The geometry in XYZ format:
```
88
C18H46ClN15O7P (the ωB97M-V functional and the def2-TZVPD basis)
C -3.38 -2.53 -0.17
C -2.47 -2.04 -1.45
P -1.96 -0.21 -1.44
C -2.04 0.46 0.39
N -0.25 0.05 -1.89
Cl -0.26 0.55 -3.57
C 0.63 -1.17 -1.82
C 1.07 -1.60 -0.27
C 0.58 -3.14 0.13
C 0.05 -3.37 1.66
C -0.46 -4.88 2.07
C -0.47 -6.13 0.98
C 0.08 -5.93 -0.58
C 0.61 -4.41 -0.95
H -3.23 -3.71 -0.09
H -3.04 -2.10 0.87
H -4.53 -2.38 -0.36
H -1.60 -2.82 -1.57
H -3.17 -2.19 -2.41
H -1.21 1.32 0.46
H -1.77 -0.36 1.18
H -3.11 0.92 0.50
H 0.13 0.82 -1.29
H 1.66 -0.86 -2.33
H 0.25 -2.09 -2.46
H 0.74 -0.79 0.53
H 2.26 -1.63 -0.21
H 0.05 -2.50 2.48
H -0.83 -5.08 3.19
H -0.87 -7.21 1.27
H 0.08 -6.82 -1.36
H 1.03 -4.20 -2.03
C 1.72 -10.32 -0.67
O 2.51 -11.22 -0.48
N 0.81 -10.35 -1.66
N 1.67 -9.22 0.10
H 0.14 -9.61 -1.83
H 0.81 -11.16 -2.26
H 2.34 -9.15 0.86
H 1.02 -8.46 -0.04
C 0.88 2.62 2.17
O -0.18 2.03 2.33
N 1.70 2.37 1.13
N 1.32 3.56 3.02
H 2.57 2.85 0.98
H 1.40 1.67 0.47
H 0.74 3.78 3.81
H 2.19 4.06 2.90
C 0.48 -3.07 -5.22
O 0.67 -3.03 -4.01
N 0.03 -2.01 -5.91
N 0.70 -4.17 -5.96
H -0.14 -2.02 -6.91
H -0.15 -1.16 -5.39
H 1.04 -4.99 -5.48
H 0.55 -4.21 -6.95
C -1.96 4.06 -1.52
O -1.67 3.25 -0.65
N -1.98 3.76 -2.83
N -2.27 5.34 -1.24
H -2.21 4.41 -3.55
H -1.76 2.80 -3.08
H -2.26 5.62 -0.26
H -2.50 6.03 -1.94
C 1.59 6.20 0.12
O 2.35 5.66 0.90
N 1.91 7.31 -0.57
N 0.34 5.74 -0.12
H 1.29 7.77 -1.21
H 2.84 7.69 -0.42
H 0.06 4.91 0.38
H -0.30 6.17 -0.75
C 4.68 2.77 4.80
O 4.73 3.96 4.53
N 3.84 1.92 4.18
N 5.46 2.20 5.73
H 3.78 0.94 4.38
H 3.23 2.31 3.47
H 6.11 2.80 6.22
H 5.43 1.22 5.96
C -3.39 6.88 2.76
O -2.50 7.67 2.48
N -4.63 7.28 3.11
N -3.21 5.55 2.74
H -5.37 6.64 3.34
H -4.81 8.27 3.13
H -2.30 5.21 2.49
H -3.93 4.88 2.97
```